A structure of composition C15H31I2O4PSi. Source: OMol25; level of theory: ωB97M-V with the def2-TZVPD basis set.

Structure (XYZ):
```
54
Properties=species:S:1:pos:R:3
C 5.08213 0.87781 1.57389
C 4.42813 1.72304 0.48181
C 3.12078 1.15123 -0.06992
C 2.03834 0.88577 0.98920
Si 0.69722 -0.34979 0.55425
C 0.19013 -0.08784 -1.26120
C 1.01147 -0.81733 -2.26951
O 0.84048 -1.97457 -2.56935
C -0.76177 0.11602 1.63564
C -2.12596 -0.53217 1.32257
P -3.33788 0.51878 0.50501
O -4.33182 1.12314 1.40132
O -2.47865 1.59105 -0.31670
C -2.95828 2.18269 -1.53723
C -1.85328 3.02846 -2.15248
O -3.96169 -0.40709 -0.63782
C -5.39193 -0.56072 -0.78826
C -5.94043 -1.54005 0.22452
C 1.29605 -2.18224 0.76698
I 0.19506 -3.08753 2.35339
C 2.82378 -2.31946 0.94853
C 3.56819 -2.34158 -0.40227
I 3.44100 -4.05694 2.06408
H 6.13333 1.14159 1.69084
H 4.60988 1.02352 2.54596
H 5.03322 -0.18929 1.34133
H 4.22677 2.72328 0.87656
H 5.12783 1.85054 -0.34738
H 3.33600 0.25907 -0.66272
H 2.71566 1.88248 -0.77631
H 1.49058 1.81765 1.17058
H 2.47677 0.60743 1.95332
H -0.84955 -0.40788 -1.37343
H 0.24231 0.98761 -1.44137
H 1.82683 -0.23644 -2.75195
H -0.45571 -0.11320 2.65909
H -0.85070 1.20402 1.56892
H -2.02163 -1.45889 0.75979
H -2.65562 -0.77643 2.24713
H -3.28675 1.38215 -2.19932
H -3.82510 2.80201 -1.29742
H -1.09286 3.24238 -1.40236
H -1.37453 2.52579 -2.99228
H -2.24328 3.97683 -2.51926
H -5.86688 0.41614 -0.69569
H -5.51944 -0.92347 -1.80658
H -6.98150 -1.76584 -0.01027
H -5.37088 -2.46940 0.20107
H -5.89321 -1.11617 1.22691
H 1.00700 -2.75522 -0.11432
H 3.19323 -1.51929 1.58334
H 2.87413 -2.20497 -1.23052
H 4.32551 -1.56036 -0.45346
H 4.07754 -3.28630 -0.56663
```

Calculated values
**HOMO level**: -0.3141 hartree
**Net charge**: 0
**E**: -57618.45062 eV